160
Properties=species:S:1:pos:R:3 method="wB97M-V/def2-TZVPD" de_lowest_kcal_mol=0.0 total_charge=+1
C 1.5673 -2.3278 3.7124
C 0.4507 -2.9427 3.0863
C -1.0096 -2.3764 3.1090
N -1.6232 -1.6584 1.9422
C -0.6280 -0.6610 1.4268
C 0.4419 -0.6768 0.2781
C 1.9711 -1.0678 0.6918
I 0.8390 1.4467 -0.3098
C -2.2164 -2.6203 0.9179
B -1.1350 -3.5915 0.1336
O 0.2652 -3.5361 0.0031
O -1.6149 -4.7170 -0.6712
C -0.6349 -5.7252 -0.9178
P -3.2651 -4.1432 1.4811
O -4.2369 -3.9324 2.8448
Br -1.8398 -5.7749 2.3513
C -2.8986 -1.8057 -0.3375
C -3.6824 -2.6586 -1.4160
Cl -5.4414 -2.1522 -1.7448
C -3.0242 -2.6034 -2.9373
C -2.6401 -4.0606 -3.5011
Cl -4.2667 -1.9955 -4.1958
N -3.5113 -0.5122 0.0639
P -3.7636 0.6562 -1.1387
S -2.6385 2.2186 -1.2803
C -3.9067 -0.3825 1.4678
C -5.2370 -1.3187 1.5302
O -6.3064 -0.6024 0.8001
C -7.5930 -1.1625 1.2354
C -8.5740 -1.2455 -0.0526
C -8.9502 -2.7762 -0.4210
B -4.7334 0.9973 1.8781
O -5.6189 0.9888 3.0425
O -4.6022 2.3111 1.3489
C -2.7293 -0.7411 2.5516
N -3.4125 -1.3785 3.7020
S -2.1500 0.7612 3.4940
C -1.7003 2.3096 2.5703
O -3.1203 1.2295 4.5880
O -0.9196 0.6176 4.3898
H 1.5693 -1.2501 4.0754
H 2.5184 -2.9234 3.9440
H 0.6307 -4.0089 2.7490
H -1.6545 -3.2136 3.5625
H -0.9016 -1.7315 4.0615
H 0.0509 -0.3488 2.3045
H -1.2480 0.2184 1.0080
H 0.1865 -1.1302 -0.7280
H 2.2032 -0.3887 1.5927
H 2.6515 -0.7824 -0.1805
H 2.0922 -2.1444 1.0111
H 0.8149 -4.0259 0.6348
H -0.0755 -6.1128 0.0115
H -1.1911 -6.6523 -1.3174
H 0.0933 -5.4462 -1.7648
H -3.7401 -4.0915 3.6754
H -1.9433 -1.4683 -0.9073
H -3.8285 -3.7630 -1.2151
H -2.1355 -1.9000 -3.0094
H -1.5546 -4.2514 -3.2006
H -2.6210 -3.9753 -4.6478
H -3.3586 -4.8833 -3.1984
H -3.6840 0.0037 -2.4315
H -5.1353 1.1231 -1.0738
H -5.1845 -2.3080 0.9971
H -5.6757 -1.4790 2.5558
H -8.0719 -0.4110 1.9437
H -7.5018 -2.1996 1.6873
H -9.5682 -0.7123 0.1665
H -8.0804 -0.7334 -0.9475
H -9.9498 -3.0667 0.0545
H -8.9295 -2.9906 -1.5416
H -8.1525 -3.4614 0.0502
H -5.4465 1.8180 3.5361
H -5.4726 2.5604 0.9732
H -2.8827 -1.2843 4.5909
H -4.2953 -0.9235 3.9604
H -2.1971 3.2472 2.9811
H -0.5678 2.5001 2.5385
H -2.0297 2.1959 1.4865
Cl -5.6821 -7.0831 -4.0522
C -5.9033 -5.8722 -5.3418
C -5.7027 -6.4655 -6.7231
Cl -4.0036 -6.9124 -7.0226
H -5.2138 -5.0473 -5.1541
H -6.9218 -5.4916 -5.2462
H -5.9755 -5.7323 -7.4854
H -6.3174 -7.3545 -6.8718
Cl 0.3002 -0.7832 10.2079
C 0.0577 0.4192 8.9163
C 0.2797 -0.1695 7.5387
Cl 1.9908 -0.5765 7.2487
H 0.7265 1.2598 9.1060
H -0.9705 0.7750 9.0048
H -0.0065 0.5560 6.7748
H -0.3131 -1.0733 7.3878
Cl 5.0267 -1.7062 4.1581
C 6.0623 -3.1077 4.5266
C 6.3122 -3.9676 3.3054
Cl 4.8385 -4.8161 2.7689
H 5.5902 -3.6764 5.3290
H 7.0080 -2.7121 4.9014
H 7.0524 -4.7351 3.5379
H 6.6863 -3.3768 2.4680
Cl 4.3473 1.9875 2.4675
C 4.0021 3.7328 2.3540
C 3.9955 4.2210 0.9197
Cl 5.6190 4.1947 0.1889
H 4.7397 4.2638 2.9572
H 3.0190 3.8905 2.8020
H 3.6527 5.2558 0.8821
H 3.3334 3.6190 0.2944
Cl -8.9724 -3.4278 -4.5812
C -9.1993 -2.2121 -5.8682
C -9.0022 -2.8029 -7.2526
Cl -7.3011 -3.2489 -7.5547
H -8.5092 -1.3882 -5.6813
H -10.2176 -1.8320 -5.7682
H -9.2769 -2.0692 -8.0124
H -9.6168 -3.6919 -7.4017
Cl 9.3215 7.0929 1.1095
C 9.4043 7.0663 -0.6709
C 8.4448 6.0605 -1.2716
Cl 8.9271 4.3791 -0.9282
H 10.4372 6.8599 -0.9598
H 9.1495 8.0712 -1.0138
H 8.4275 6.1681 -2.3579
H 7.4286 6.2032 -0.8996
Cl 4.9083 7.9036 -1.4919
C 5.0643 9.1005 -0.1807
C 5.2691 8.4451 1.1691
Cl 3.8116 7.5822 1.7255
H 4.1744 9.7313 -0.1904
H 5.9266 9.7242 -0.4233
H 5.4924 9.2048 1.9202
H 6.0966 7.7335 1.1489
Cl 2.6464 6.4267 -4.6857
C 3.3145 5.0736 -3.7401
C 2.2316 4.1531 -3.2161
Cl 1.2377 4.9332 -1.9590
H 3.9141 5.4901 -2.9291
H 3.9794 4.5204 -4.4061
H 2.6849 3.2708 -2.7593
H 1.5665 3.8190 -4.0140
Cl 1.0679 -0.8733 -3.0429
C 2.0733 -2.3007 -2.6785
C 2.2928 -3.1727 -3.8974
Cl 0.7972 -3.9884 -4.4170
H 1.5946 -2.8542 -1.8690
H 3.0321 -1.9264 -2.3144
H 3.0166 -3.9563 -3.6664
H 2.6739 -2.5955 -4.7411
Cl 12.0170 6.6532 -2.4473
C 13.6754 7.0928 -2.9300
C 14.5887 7.2722 -1.7352
Cl 14.1653 8.7125 -0.7767
H 13.6229 7.9987 -3.5353
H 14.0458 6.2828 -3.5611
H 15.6176 7.4081 -2.0733
H 14.5596 6.4050 -1.0738



137
Properties=species:S:1:pos:R:3 method="wB97M-V/def2-TZVPD" total_charge=0
H -4.2376 1.4439 -0.3694
N -4.4981 0.7028 -1.0196
C -5.0832 -0.2209 -0.3344
C -5.2417 -0.0165 1.1788
C -3.8685 -0.1459 1.8605
O -3.6599 -1.3823 2.4980
C -3.3487 -2.4434 1.6364
C -1.9856 -3.0527 1.9677
C -1.7776 -4.3031 1.0866
C -3.6347 0.9130 2.9379
I -5.4088 1.1578 4.1300
N -3.1682 2.1525 2.3082
C -3.2189 3.3081 3.2453
C -4.4051 4.2202 2.8839
C -4.0095 5.5917 2.3202
C -4.7832 6.0011 1.0727
C -4.3577 5.3095 -0.2324
C -3.2580 6.0753 -0.9634
C -1.8366 5.6187 -0.5906
C -1.2788 4.5635 -1.5314
C -0.8057 5.2199 -2.8352
C -0.7575 4.2384 -4.0069
C 0.2467 3.1029 -3.7788
C 1.6702 3.6789 -3.9030
C 2.6621 3.0260 -2.9130
C 3.4924 4.0440 -2.1183
C 3.5636 3.6861 -0.6337
C 4.5798 2.5797 -0.3792
C 4.8493 2.4514 1.1245
C 6.1940 1.7559 1.4059
C 6.0004 0.6474 2.4389
C 5.2144 -0.5399 1.8471
P -1.5130 2.0073 1.8245
S -0.2498 1.6306 3.2494
H -5.4307 -1.1218 -0.8198
H -5.6487 0.9796 1.2643
H -5.9361 -0.7688 1.5309
H -3.1295 -0.0620 1.0685
H -4.0688 -3.2541 1.7291
H -3.3221 -2.1769 0.5822
H -1.2357 -2.3316 1.6699
H -1.9240 -3.3225 3.0093
H -1.3805 -5.0866 1.7172
H -2.7075 -4.6225 0.6336
H -1.0621 -4.1248 0.2974
H -2.8734 0.5088 3.5981
H -2.3238 3.8974 3.0739
H -3.1858 3.0237 4.2865
H -4.9510 3.7146 2.0957
H -5.0809 4.3413 3.7187
H -4.2216 6.3371 3.0804
H -2.9496 5.6756 2.1135
H -4.5900 7.0601 0.9265
H -5.8534 5.9263 1.2267
H -4.1181 4.2617 -0.0689
H -5.2243 5.3087 -0.8857
H -3.3548 7.1470 -0.8550
H -3.3683 5.8515 -2.0209
H -1.1330 6.4447 -0.5900
H -1.8904 5.2675 0.4342
H -0.4200 4.0919 -1.0589
H -1.9743 3.7553 -1.7470
H -1.4780 6.0327 -3.0853
H 0.1765 5.6374 -2.6491
H -0.5456 4.7746 -4.9242
H -1.7485 3.8014 -4.0998
H 0.0826 2.6165 -2.8303
H 0.0769 2.4020 -4.5867
H 1.6455 4.7457 -3.7276
H 2.0144 3.5367 -4.9206
H 2.0978 2.3900 -2.2406
H 3.3210 2.3841 -3.4886
H 3.0515 5.0321 -2.2122
H 4.4800 4.0950 -2.5626
H 3.8580 4.5494 -0.0492
H 2.5701 3.3682 -0.3361
H 5.5344 2.7977 -0.8442
H 4.2151 1.6291 -0.7533
H 4.0581 1.8942 1.6113
H 4.8842 3.4345 1.5792
H 6.5661 1.2856 0.5036
H 6.9233 2.4422 1.8178
H 6.9426 0.2627 2.8112
H 5.4371 1.0090 3.2912
H 5.6924 -1.4947 2.0380
H 4.2148 -0.5894 2.2599
H 5.1082 -0.4212 0.7736
H -1.2253 3.2547 1.2533
H -1.4262 1.0476 0.8043
Cl 5.4781 -3.6912 4.1953
C 6.0524 -4.7419 2.8737
C 7.5494 -4.7252 2.7418
Cl 8.1559 -3.1460 2.1608
H 5.5678 -4.4209 1.9559
H 5.7184 -5.7472 3.1045
H 7.8690 -5.4685 2.0131
H 8.0319 -4.9476 3.6896
Cl -2.2284 -2.3725 -4.8341
C -3.2051 -2.4347 -6.3210
C -4.6637 -2.6358 -6.0179
Cl -4.9740 -4.2613 -5.3471
H -2.8153 -3.2310 -6.9483
H -3.0627 -1.4887 -6.8392
H -5.2469 -2.5482 -6.9321
H -5.0283 -1.9004 -5.3064
Cl -8.2847 1.1498 -1.1061
C -8.9927 -0.0699 -0.0179
C -9.4148 -1.3125 -0.7558
Cl -10.8036 -1.0150 -1.8322
H -9.8315 0.3869 0.4989
H -8.2304 -0.3181 0.7190
H -9.7235 -2.0745 -0.0430
H -8.6057 -1.7128 -1.3571
Cl 7.8620 -5.9816 5.8119
C 7.4948 -7.5945 6.4878
C 7.4365 -8.7090 5.4723
Cl 6.0375 -8.6285 4.3686
H 6.5626 -7.5108 7.0383
H 8.2938 -7.8109 7.1938
H 7.3489 -9.6570 5.9987
H 8.3338 -8.7365 4.8612
Cl 0.6462 -0.5186 -3.1196
C 1.4447 -1.4688 -4.3907
C 2.9291 -1.2520 -4.4323
Cl 3.3553 0.3846 -4.9914
H 0.9822 -1.2134 -5.3398
H 1.2325 -2.5138 -4.1760
H 3.3778 -1.9504 -5.1358
H 3.3857 -1.4062 -3.4587
Cl 5.0090 -8.2257 1.1235
C 3.4709 -8.4106 0.2430
C 3.5499 -7.8629 -1.1574
Cl 3.7060 -6.0873 -1.1735
H 2.6931 -7.9179 0.8190
H 3.2506 -9.4756 0.2095
H 2.6375 -8.1068 -1.6978
H 4.3932 -8.2797 -1.6999



146
Properties=species:S:1:pos:R:3 method="wB97M-V/def2-TZVPD" total_charge=+1
C -0.1612 -2.5090 5.8309
O -0.4837 -1.9502 4.5546
C -0.4072 -2.9047 3.5035
C -1.6520 -2.7334 2.6150
C -2.7351 -3.5653 3.3782
I -4.8290 -3.3952 2.8734
C -2.3918 -5.1038 3.4080
C -3.2579 -6.0856 2.6114
I -2.5656 -5.7724 5.4766
C -1.6181 -3.4348 1.2025
C -0.4638 -4.3398 0.8198
O 0.7928 -3.6592 0.7181
C 1.8896 -4.5195 0.7333
C 2.2585 -5.3190 1.9689
O 2.5687 -4.5819 -0.2576
C -1.9633 -2.3748 0.0732
C -2.8736 -2.9295 -1.0448
C -4.0935 -2.0716 -1.4009
C -3.7047 -0.7724 -2.1299
O -2.9589 -0.8266 -3.0650
O -4.2651 0.3785 -1.6770
C -2.6577 -1.3233 0.9798
N -1.8064 -1.3036 2.1848
C -2.3800 -0.1860 3.0571
C -3.3835 -0.4941 4.1723
F -3.4493 0.6896 4.8980
C -0.4582 -0.7267 1.8173
C -0.4893 0.5852 1.0280
O -0.4781 1.6649 1.5698
N -0.4780 0.4841 -0.4110
C 0.9570 0.7223 -0.7554
C -1.2259 1.6140 -1.0000
H 0.7188 -3.1533 5.8137
H -1.0512 -2.9967 6.2360
H 0.0619 -1.6661 6.4854
H -0.3392 -3.8809 3.9847
H 0.5252 -2.8148 2.9393
H -2.6942 -3.2618 4.4214
H -1.3556 -5.3075 3.1686
H -2.6618 -7.0045 2.5321
H -4.1556 -6.4165 3.1246
H -3.4518 -5.8085 1.5747
H -2.4750 -4.0946 1.0479
H -0.3326 -5.2290 1.4428
H -0.6955 -4.7257 -0.1835
H 2.4597 -4.6958 2.8421
H 1.4823 -6.0456 2.2219
H 3.1585 -5.8756 1.7285
H -1.0693 -2.0076 -0.4251
H -3.2508 -3.9332 -0.8199
H -2.2986 -3.0367 -1.9652
H -4.7846 -1.8982 -0.5710
H -4.6673 -2.6388 -2.1397
H -5.1546 0.1944 -1.3540
H -3.7229 -1.4440 1.1407
H -2.6655 -0.4310 0.3434
H -1.6332 0.4505 3.5265
H -2.8991 0.4953 2.3855
H -3.0862 -1.2590 4.8846
H -4.3858 -0.6261 3.7737
H 0.1594 -1.4382 1.2651
H 0.1203 -0.4889 2.7086
H 1.5393 0.1247 -0.0408
H 1.1955 0.4356 -1.7750
H 1.2468 1.7639 -0.5470
H -1.2974 1.4668 -2.0765
H -0.7468 2.5844 -0.8428
H -2.2230 1.6757 -0.5595
O 3.0784 -8.7224 2.1301
P 2.8766 -10.2030 2.1293
O 1.3467 -10.3882 1.5645
C 1.0929 -10.1034 0.1861
C 1.7459 -11.1111 -0.7408
O 2.6497 -10.4406 3.7362
C 2.9315 -9.4338 4.7016
C 1.6819 -8.6413 5.0162
O 3.3060 -11.7534 1.8900
C 3.4178 -12.7686 2.9037
C 2.0687 -13.3226 3.3006
H 1.4290 -9.0879 -0.0477
H 0.0108 -10.1323 0.0561
H 2.8363 -11.0462 -0.6885
H 1.4494 -10.9297 -1.7746
H 1.4685 -12.1278 -0.4655
H 3.7448 -8.7890 4.3739
H 3.2793 -9.9444 5.6026
H 1.2332 -8.2455 4.1037
H 1.9087 -7.8088 5.6855
H 0.9315 -9.2730 5.4936
H 3.9863 -12.4083 3.7573
H 4.0129 -13.5694 2.4615
H 1.3879 -12.5466 3.6434
H 2.1885 -14.0540 4.1006
H 1.5915 -13.8086 2.4483
O 1.1498 3.7582 -3.3407
P 1.7987 4.9632 -3.9621
O 3.0507 4.2307 -4.7511
C 2.7702 3.5014 -5.9477
C 2.3507 4.4095 -7.0885
O 2.5775 5.4622 -2.5961
C 2.2155 5.0035 -1.3009
C 3.0705 3.8191 -0.9010
O 2.1787 6.3962 -4.6806
C 2.9167 7.4777 -4.0851
C 4.4049 7.2120 -4.0896
H 2.0011 2.7486 -5.7485
H 3.6863 2.9749 -6.2145
H 1.3895 4.8892 -6.8778
H 2.2447 3.8403 -8.0128
H 3.0813 5.2025 -7.2423
H 1.1525 4.7718 -1.2459
H 2.3914 5.8302 -0.6080
H 3.0365 3.0262 -1.6490
H 2.7340 3.4136 0.0559
H 4.1148 4.1183 -0.8040
H 2.5429 7.7117 -3.0932
H 2.7135 8.3558 -4.7004
H 4.6607 6.2822 -3.5869
H 4.9283 8.0290 -3.5913
H 4.7735 7.1300 -5.1129
O 0.3994 11.5874 -1.0625
P -0.8015 11.1070 -1.8035
O -0.2315 10.7766 -3.3079
C 0.6314 9.6531 -3.4738
C -0.0928 8.3342 -3.2663
O -1.5518 12.5380 -2.0623
C -1.1620 13.7449 -1.4072
C -0.1976 14.5340 -2.2679
O -2.1910 10.2693 -1.9940
C -3.4867 10.8357 -2.2462
C -3.6586 11.2343 -3.6942
H 1.4824 9.7406 -2.7914
H 1.0174 9.7039 -4.4916
H -0.4208 8.2278 -2.2275
H 0.5598 7.4923 -3.4998
H -0.9818 8.2781 -3.8941
H -0.7501 13.5432 -0.4202
H -2.0738 14.3273 -1.2545
H 0.6598 13.9304 -2.5648
H 0.1629 15.4130 -1.7315
H -0.6907 14.8640 -3.1836
H -3.6951 11.6554 -1.5630
H -4.2089 10.0520 -2.0070
H -2.8915 11.9311 -4.0239
H -4.6336 11.7016 -3.8382
H -3.5896 10.3578 -4.3407



| no. | Kohn-Sham gap (Eh) | HOMO level (Ha) |
| --- | --- | --- |
| 1 | 0.2756 | -0.387 |
| 2 | 0.3285 | -0.322 |
| 3 | 0.3209 | -0.416 |